Formula: C4H13N2O2
Source: OMol25
Level of theory: ωB97M-V/def2-TZVPD

Geometry (Å):
1 O -0.165 -0.459 0.942
2 C -1.151 0.123 0.531
3 C -1.413 0.306 -0.878
4 C -0.564 0.064 -2.018
5 C 0.849 0.744 -1.854
6 N 0.649 2.165 -1.877
7 N -0.137 -3.546 3.262
8 H -1.788 0.679 1.230
9 H -2.312 0.882 -1.080
10 H -1.052 0.411 -2.923
11 H -0.322 -1.008 -2.133
12 H 1.443 0.444 -2.716
13 H 1.283 0.344 -0.928
14 H 1.469 2.667 -2.198
15 H 0.441 2.525 -0.945
16 H -0.377 -3.242 2.329
17 H 0.549 -4.286 3.188
18 H -0.961 -3.935 3.705
19 H 0.845 1.029 1.251
20 H 1.676 2.119 1.908
21 O 1.040 1.973 1.204

As for the largest force on an atom: 2.392 eV/A. As for the energy above the lowest of the compared OMol25 structures with the same formula, charge and spin: 574.4 kJ/mol. Its spin multiplicity is 1. Its total charge is +1. The HOMO energy comes out at -12.380 eV. As for the orbital gap: 0.1450 hartree.



Formula: C36H48O3S3
Source: OMol25
Level of theory: ωB97M-V/def2-TZVPD

Geometry (Å):
1 C 6.905 -2.154 2.112
2 S 7.793 -0.588 1.644
3 O 8.386 -0.005 2.932
4 C 9.145 -1.418 0.718
5 H 7.610 -2.913 2.452
6 H 6.462 -2.546 1.196
7 H 6.108 -1.928 2.821
8 H 9.691 -2.190 1.259
9 H 9.975 -0.742 0.516
10 H 8.822 -1.793 -0.253
11 C -1.334 5.018 3.712
12 S -1.879 3.605 4.856
13 O -2.302 2.449 3.975
14 C -0.161 3.188 5.440
15 H -0.741 5.827 4.138
16 H -2.208 5.551 3.339
17 H -0.805 4.703 2.813
18 H 0.210 3.971 6.101
19 H 0.496 2.832 4.646
20 H -0.304 2.332 6.101
21 C 1.007 -0.132 1.608
22 S 1.803 1.038 0.412
23 O 2.716 0.206 -0.521
24 C 0.387 1.566 -0.680
25 H 0.013 0.143 1.962
26 H 1.698 -0.446 2.390
27 H 0.982 -0.975 0.918
28 H -0.070 2.454 -0.243
29 H -0.445 0.864 -0.620
30 H 0.727 1.663 -1.711
31 C -4.464 -8.144 0.264
32 C -4.360 -7.194 1.301
33 C -3.382 -6.219 1.320
34 C -2.409 -6.315 0.285
35 C -2.467 -7.255 -0.733
36 C -3.520 -8.102 -0.805
37 H -5.322 -8.795 0.343
38 H -5.238 -7.164 1.929
39 H -3.359 -5.422 2.048
40 H -1.601 -5.599 0.255
41 H -1.784 -7.299 -1.568
42 H -3.579 -8.723 -1.687
43 C -5.317 0.356 -3.198
44 C -4.141 -0.449 -3.149
45 C -4.160 -1.782 -2.762
46 C -5.372 -2.342 -2.291
47 C -6.555 -1.559 -2.402
48 C -6.542 -0.261 -2.911
49 H -5.231 1.344 -3.625
50 H -3.207 -0.085 -3.554
51 H -3.330 -2.473 -2.755
52 H -5.407 -3.399 -2.073
53 H -7.505 -1.984 -2.112
54 H -7.518 0.202 -2.917
55 C -3.444 8.108 -3.260
56 C -3.097 6.959 -3.993
57 C -1.843 6.466 -3.960
58 C -0.856 7.156 -3.286
59 C -1.177 8.298 -2.562
60 C -2.432 8.839 -2.642
61 H -4.426 8.525 -3.430
62 H -3.829 6.435 -4.589
63 H -1.528 5.600 -4.522
64 H 0.134 6.735 -3.190
65 H -0.439 8.740 -1.910
66 H -2.692 9.773 -2.167
67 C 0.995 -3.064 7.722
68 C 0.373 -3.161 6.514
69 C 1.017 -3.972 5.584
70 C 2.144 -4.713 5.828
71 C 2.705 -4.597 7.114
72 C 2.119 -3.729 8.053
73 H 0.644 -2.422 8.516
74 H -0.622 -2.764 6.373
75 H 0.555 -4.103 4.616
76 H 2.615 -5.350 5.094
77 H 3.533 -5.193 7.469
78 H 2.619 -3.590 9.000
79 C 3.642 2.998 -6.389
80 C 2.408 3.184 -6.960
81 C 1.455 2.187 -6.905
82 C 1.737 1.050 -6.257
83 C 2.924 0.829 -5.588
84 C 3.865 1.833 -5.644
85 H 4.368 3.794 -6.452
86 H 2.267 4.084 -7.541
87 H 0.517 2.267 -7.435
88 H 0.932 0.333 -6.190
89 H 3.074 -0.101 -5.061
90 H 4.825 1.643 -5.186

As for the largest force on an atom: 2.859 eV/A. As for the energy above the lowest of the compared OMol25 structures with the same formula, charge and spin: 179.8 kJ/mol. Its spin multiplicity is 1. The HOMO energy comes out at -8.763 eV. As for the orbital gap: 0.3329 hartree.



Formula: C2H6OS2Si
Source: OMol25
Level of theory: ωB97M-V/def2-TZVPD

Geometry (Å):
1 C -1.071 1.329 -0.938
2 C -0.546 0.984 0.222
3 O 1.879 -0.861 -0.425
4 Si -0.836 -0.555 1.027
5 S 1.904 -2.318 -0.951
6 S -1.500 -2.214 0.236
7 H -0.588 2.248 -1.406
8 H -2.047 0.998 -1.300
9 H 0.437 1.554 0.492
10 H -0.626 -0.421 2.501
11 H 1.992 -2.946 0.202
12 H 0.653 -2.794 -1.315

As for the largest force on an atom: 4.609 eV/A. As for the energy above the lowest of the compared OMol25 structures with the same formula, charge and spin: 102.7 kJ/mol. Its spin multiplicity is 3. The HOMO energy (spin up / spin down) comes out at -5.610 / -9.571 eV. As for the orbital gap (spin up / spin down): 0.2146 / 0.2240 hartree.



Formula: C3H5NO2
Source: OMol25
Level of theory: ωB97M-V/def2-TZVPD

Geometry (Å):
1 H 2.500 1.312 0.477
2 N 1.576 1.046 0.122
3 C 1.357 0.049 -0.609
4 O 0.071 -0.288 -1.070
5 C -0.761 -0.763 -0.033
6 C -1.479 0.419 0.568
7 O -2.020 0.393 1.643
8 H 1.853 -0.800 -1.065
9 H -0.186 -1.288 0.742
10 H -1.491 -1.483 -0.432
11 H -1.456 1.313 -0.091

As for the largest force on an atom: 1.955 eV/A. As for the energy above the lowest of the compared OMol25 structures with the same formula, charge and spin: 236.5 kJ/mol. Its spin multiplicity is 1. The HOMO energy comes out at -9.797 eV. As for the orbital gap: 0.3936 hartree.



Number 1: molar mass 121.16 g mol⁻¹. Number 2: molar mass 624.98 g mol⁻¹. Number 3: molar mass 138.29 g mol⁻¹. Number 4: molar mass 87.08 g mol⁻¹.